Record 1
ORCA calculation (ωB97M-V/def2-TZVPD) on C20H20ClFN4O3 in the gas phase at a distorted geometry.

lowest unoccupied orbital energy: 0.2 eV
SMILES string: O[C@@H]1[C@H](O)[C@@H](Oc2cccc3c2CNCC3)C[C@H]1n1cc(F)c2c(Cl)ncnc21
E_HOMO: -8.51 eV
total charge: 0
frontier orbital gap: 8.734 eV
energy: -1778.80263 Eh

Positions of all 49 atoms, in Å:
O -3.086 1.835 -2.625
C -2.098 0.950 -1.913
C -2.748 -0.318 -1.266
O -4.206 -0.076 -1.181
C -2.047 -0.516 0.024
O -1.643 -1.856 0.274
C -0.355 -2.252 0.030
C 0.137 -2.318 -1.275
C 1.375 -2.932 -1.481
C 2.207 -3.146 -0.448
C 1.793 -3.062 0.816
C 0.460 -2.661 1.065
C -0.211 -2.821 2.384
N 0.839 -3.212 3.455
C 1.908 -4.107 2.950
C 2.768 -3.414 1.914
C -1.048 0.633 0.238
C -1.416 1.642 -0.749
N -0.258 2.539 -1.013
C 0.909 2.226 -1.765
C 1.830 3.228 -1.594
F 3.147 3.449 -1.904
C 1.098 4.290 -0.893
C 1.512 5.498 -0.352
Cl 3.107 6.082 -0.635
N 0.719 6.224 0.367
C -0.484 5.728 0.532
N -0.870 4.505 0.187
C -0.160 3.816 -0.599
H -2.681 2.502 -3.186
H -1.470 0.506 -2.649
H -2.487 -1.082 -1.944
H -4.479 0.839 -1.319
H -2.759 -0.299 0.875
H -0.473 -2.316 -2.148
H 1.821 -3.068 -2.412
H 3.222 -3.442 -0.651
H -0.858 -2.007 2.616
H -0.824 -3.756 2.334
H 0.437 -3.473 4.352
H 1.433 -5.025 2.528
H 2.507 -4.488 3.732
H 3.311 -2.521 2.322
H 3.558 -4.034 1.611
H -0.082 0.275 0.163
H -1.081 1.187 1.232
H -2.217 2.295 -0.420
H 1.019 1.502 -2.546
H -1.074 6.452 0.968

---

Record 2
ORCA calculation (ωB97M-V/def2-TZVPD) on a molecular structure, C51H42F6NO3S4Sb2TeTi at a distorted geometry.

lowest unoccupied orbital energy (spin up / spin down): -0.6 / -0.8 eV
2S+1: 2
E_HOMO (spin up / spin down): -6.27 / -6.68 eV
total charge: 0
frontier orbital gap (spin up / spin down): 5.620 / 5.924 eV
energy: -6039.17653 Eh

Positions of all 111 atoms, in Å:
Ti 1.116 0.657 -0.972
C -3.479 -4.423 -2.306
C -2.633 -3.263 -1.843
C -3.003 -2.509 -0.741
C -2.282 -1.379 -0.342
C -2.536 -0.768 0.963
O -1.666 -0.136 1.548
C -3.813 -1.084 1.659
C -3.756 -1.531 2.977
C -4.917 -1.889 3.640
C -6.147 -1.760 3.008
C -6.210 -1.277 1.709
C -5.047 -0.951 1.030
C -1.149 -0.981 -1.103
O -0.574 0.189 -0.954
C -0.645 -1.876 -2.080
C -1.450 -2.953 -2.485
C 0.709 -1.754 -2.544
N 1.600 -0.931 -2.014
C 2.996 -1.274 -2.403
C 4.108 -0.650 -1.572
Te 5.963 -0.731 -2.631
C 5.847 -2.865 -2.682
C 5.332 -3.518 -3.797
C 5.168 -4.896 -3.782
C 5.517 -5.629 -2.657
C 6.023 -4.979 -1.540
C 6.189 -3.601 -1.552
C 1.143 -2.677 -3.637
C 1.513 -3.997 -3.402
C 1.910 -4.803 -4.458
C 1.937 -4.301 -5.752
C 1.563 -2.987 -5.991
C 1.171 -2.177 -4.936
H -4.212 -4.690 -1.547
H -2.864 -5.296 -2.522
H -4.015 -4.155 -3.219
H -3.857 -2.819 -0.155
H -2.793 -1.614 3.466
H -4.867 -2.271 4.652
H -7.054 -2.036 3.530
H -7.169 -1.160 1.219
H -5.092 -0.579 0.013
H -1.114 -3.572 -3.307
H 3.154 -1.043 -3.457
H 3.097 -2.357 -2.316
H 4.204 -1.154 -0.615
H 3.948 0.408 -1.407
H 5.059 -2.951 -4.678
H 4.760 -5.398 -4.651
H 5.394 -6.705 -2.655
H 6.288 -5.542 -0.653
H 6.588 -3.095 -0.682
H 1.486 -4.390 -2.392
H 2.197 -5.830 -4.272
H 2.249 -4.937 -6.570
H 1.573 -2.592 -6.998
H 0.872 -1.149 -5.110
S 2.980 2.018 3.724
Sb 3.256 1.801 1.480
S 1.692 -0.065 1.125
S 1.619 3.780 0.866
S -0.023 2.732 0.346
Sb -0.925 2.287 2.599
C -3.021 2.535 2.342
C -3.511 3.111 1.176
C -4.877 3.308 1.028
C -5.746 2.927 2.041
C -5.254 2.347 3.200
C -3.890 2.146 3.352
C -0.535 4.264 3.358
C 0.677 4.598 3.953
C 0.897 5.902 4.373
C -0.081 6.871 4.204
C -1.290 6.537 3.610
C -1.516 5.236 3.182
C -0.508 1.020 4.271
C -0.444 -0.355 4.134
C -0.228 -1.122 5.270
C -0.059 -0.510 6.503
C -0.103 0.872 6.614
C -0.332 1.653 5.491
H -2.827 3.413 0.391
H -5.260 3.771 0.127
H -6.810 3.088 1.921
H -5.933 2.049 3.989
H -3.502 1.695 4.259
H 1.452 3.850 4.080
H 1.845 6.159 4.829
H 0.098 7.884 4.541
H -2.060 7.287 3.479
H -2.463 4.985 2.722
H -0.521 -0.810 3.157
H -0.186 -2.201 5.189
H 0.124 -1.117 7.381
H 0.046 1.347 7.575
H -0.353 2.732 5.573
C 1.044 4.101 -2.491
C 2.067 2.962 -2.568
O 2.095 2.076 -1.510
C 3.488 3.559 -2.744
F 3.703 3.975 -4.005
F 4.439 2.659 -2.452
F 3.672 4.604 -1.932
C 1.700 2.120 -3.811
F 0.580 1.394 -3.500
F 1.412 2.819 -4.908
F 2.652 1.234 -4.130
H 1.234 4.721 -1.625
H 0.044 3.675 -2.414
H 1.107 4.708 -3.394

---

Record 3
ORCA calculation (ωB97M-V/def2-TZVPD) on a molecular structure, C7H7O5OsS at a distorted geometry.

lowest unoccupied orbital energy (spin up / spin down): -13.3 / -15.2 eV
2S+1: 5
E_HOMO (spin up / spin down): -19.49 / -22.39 eV
total charge: +3
frontier orbital gap (spin up / spin down): 6.213 / 7.194 eV
energy: -1134.59514 Eh

Positions of all 21 atoms, in Å:
O 4.676 -2.921 -2.283
C 3.525 -2.714 -2.498
Os -0.235 -0.851 -2.215
O 1.675 -0.871 0.126
C 0.952 -0.868 -0.779
C -1.479 0.294 -1.325
O -2.215 1.006 -0.724
C -0.614 -2.721 -1.845
O -1.035 -3.754 -1.477
C 0.928 0.369 -3.188
O 1.744 1.094 -3.626
H 2.235 -2.740 -2.961
C -1.523 2.919 2.352
S -0.027 2.030 2.762
C -0.655 0.372 2.682
H -1.459 3.377 1.354
H -1.687 3.685 3.136
H -2.347 2.179 2.377
H 0.086 -0.332 2.432
H -1.023 0.139 3.707
H -1.520 0.309 1.991

---

Record 4
ORCA calculation (ωB97M-V/def2-TZVPD) on 2 unconnected molecules or ions with the total composition CH4IN3O2 at a distorted geometry.

lowest unoccupied orbital energy (spin up / spin down): -0.4 / -3.7 eV
E_HOMO (spin up / spin down): -9.99 / -8.42 eV
total charge: 0
frontier orbital gap (spin up / spin down): 9.576 / 4.740 eV
energy: -652.80058 Eh

Positions of all 11 atoms, in Å:
C 0.351 -0.038 -0.509
N -0.242 0.343 1.717
N 0.223 -0.251 -2.934
N -0.461 -0.236 0.580
O 1.476 0.343 -0.411
O -0.332 -0.430 -1.630
I -2.027 -1.366 4.673
H 0.481 1.018 1.847
H -1.016 0.411 2.482
H 1.166 -0.607 -2.758
H 0.382 0.813 -3.057

---

Record 5
ORCA calculation (ωB97M-V/def2-TZVPD) on C20H24BrNO4 in the gas phase.

lowest unoccupied orbital energy: 0.6 eV
SMILES string: CC(=O)c1ccc(OC[C@H](O)CN(C)CCOc2ccc(Br)cc2)cc1
E_HOMO: -8.55 eV
total charge: 0
frontier orbital gap: 9.133 eV
energy: -3706.22252 Eh

Positions of all 50 atoms, in Å:
C 3.040 3.702 -4.025
C 1.993 4.365 -3.166
O 1.596 5.486 -3.400
C 1.463 3.585 -2.022
C 1.946 2.334 -1.651
C 1.401 1.648 -0.581
C 0.368 2.215 0.160
O -0.210 1.652 1.253
C 0.198 0.362 1.662
C -0.481 0.070 3.004
O 0.096 0.825 4.041
C -0.342 -1.418 3.352
N -1.237 -2.200 2.519
C -2.524 -2.418 3.147
C -0.656 -3.407 1.975
C -1.518 -3.957 0.824
O -2.052 -2.934 0.015
C -1.258 -2.237 -0.832
C 0.044 -2.578 -1.193
C 0.718 -1.836 -2.149
C 0.101 -0.748 -2.735
Br 1.002 0.211 -4.106
C -1.176 -0.365 -2.358
C -1.847 -1.108 -1.412
C -0.121 3.473 -0.205
C 0.416 4.139 -1.279
H 3.926 3.482 -3.434
H 2.653 2.770 -4.433
H 3.309 4.370 -4.839
H 2.759 1.878 -2.193
H 1.789 0.673 -0.330
H 1.286 0.325 1.802
H -0.109 -0.389 0.924
H -1.548 0.318 2.900
H 0.076 1.752 3.778
H 0.696 -1.715 3.188
H -0.553 -1.539 4.422
H -2.482 -3.190 3.931
H -2.861 -1.486 3.593
H -3.250 -2.714 2.393
H -0.541 -4.211 2.726
H 0.336 -3.151 1.594
H -2.395 -4.472 1.221
H -0.939 -4.678 0.235
H 0.540 -3.431 -0.760
H 1.718 -2.118 -2.443
H -1.640 0.500 -2.807
H -2.847 -0.843 -1.111
H -0.924 3.899 0.376
H 0.041 5.108 -1.571

---

Record 6
ORCA calculation (ωB97M-V/def2-TZVPD) on a molecular structure, C2H4DyLiO at a distorted geometry.

lowest unoccupied orbital energy (spin up / spin down): -4.9 / -5.6 eV
2S+1: 7
E_HOMO (spin up / spin down): -11.59 / -11.73 eV
total charge: +1
frontier orbital gap (spin up / spin down): 6.681 / 6.124 eV
energy: -1046.08306 Eh

Positions of all 9 atoms, in Å:
O -0.090 -0.577 0.025
Li -1.197 -1.261 -1.296
C -0.484 0.141 1.081
C -1.388 1.152 1.014
H 0.275 0.168 1.878
H -2.260 1.026 0.362
H -1.638 1.691 1.929
Dy 2.010 -0.709 -1.255
H 2.160 1.171 -0.255